(1)
ORCA calculation (ωB97M-V/def2-TZVPD) on a structure of composition C38H32HgN3P2 at a distorted geometry.

Results
**Multiplicity**: 2
**HOMO level (spin up / spin down)**: -0.236 / -0.246 Eh
**Kohn-Sham gap (spin up / spin down)**: 7.11 / 6.21 eV
**ΔE to the lowest compared entry with this formula, charge and spin**: 0.00 kcal per mole
**Max |F|**: 1.01 eV/Å

The geometry in XYZ format:
```
76
Properties=species:S:1:pos:R:3:lowdin_charge:R:1
Hg -0.16748 -1.60825 -0.63733 0.614
N 1.31537 0.88893 1.27058 -0.457
P -0.38534 0.91152 1.23280 0.872
C -0.68810 2.56492 1.96943 -0.383
C 0.23359 3.59945 1.86420 -0.102
C -0.05562 4.85294 2.37280 -0.088
C -1.27642 5.08537 2.98213 -0.095
C -2.21513 4.06796 3.06151 -0.088
C -1.92621 2.81751 2.55364 -0.114
C -0.77355 -0.07944 2.73706 -0.396
C -0.23186 0.25204 3.97456 -0.110
C -0.42827 -0.57931 5.06142 -0.087
C -1.18549 -1.73473 4.93845 -0.089
C -1.77609 -2.03915 3.72316 -0.086
C -1.56841 -1.21278 2.63203 -0.140
P 2.24903 0.16928 0.04617 0.873
C 3.59486 1.42245 -0.15047 -0.372
C 4.35334 1.92258 0.90281 -0.096
C 5.31035 2.89379 0.66791 -0.087
C 5.52906 3.35856 -0.61965 -0.091
C 4.79776 2.84589 -1.67749 -0.088
C 3.83284 1.88205 -1.44145 -0.113
C 3.18934 -1.09585 0.97316 -0.404
C 2.81545 -1.56314 2.22734 -0.099
C 3.51211 -2.60700 2.81227 -0.091
C 4.56461 -3.20345 2.13870 -0.098
C 4.94470 -2.73891 0.88806 -0.089
C 4.26184 -1.68740 0.31006 -0.115
H 1.77978 1.16784 2.13325 0.059
H 1.18036 3.42057 1.37539 0.089
H 0.67718 5.64468 2.30045 0.102
H -1.50710 6.06280 3.37624 0.099
H -3.17127 4.24601 3.53164 0.102
H -2.65690 2.02097 2.61004 0.102
H 0.33588 1.16880 4.08437 0.107
H 0.00458 -0.31715 6.01524 0.101
H -1.30407 -2.38965 5.79048 0.100
H -2.38943 -2.92242 3.60694 0.102
H -2.04296 -1.45344 1.68658 0.055
H 4.20002 1.55014 1.90716 0.103
H 5.88799 3.29084 1.49135 0.102
H 6.28173 4.11248 -0.79759 0.101
H 4.97419 3.20276 -2.68289 0.102
H 3.24917 1.47628 -2.25708 0.094
H 1.97708 -1.12026 2.74960 0.081
H 3.22728 -2.95665 3.79631 0.101
H 5.08279 -4.04145 2.58280 0.098
H 5.76993 -3.20428 0.36660 0.102
H 4.54768 -1.31393 -0.66499 0.106
N 1.21408 -4.77773 0.25857 0.071
C 1.43832 -3.81590 -0.35523 -0.177
H 0.96440 -5.58039 0.79384 0.074
N -0.89621 -1.25783 -3.04677 0.103
C -2.07752 -1.07079 -3.38846 -0.400
C -3.14998 -0.65747 -2.43970 -0.231
C -4.28977 -1.44097 -2.30319 -0.035
C -5.20437 -1.16261 -1.30406 -0.081
C -5.01407 -0.07135 -0.47244 -0.089
C -3.90668 0.74346 -0.64168 -0.089
C -2.95963 0.43984 -1.60417 -0.076
C -2.49286 -1.29859 -4.79911 -0.188
C -1.86546 -2.29707 -5.53903 -0.033
C -2.23220 -2.52883 -6.85140 -0.082
C -3.21733 -1.75452 -7.44316 -0.092
C -3.82183 -0.73864 -6.72142 -0.082
C -3.47282 -0.51592 -5.40041 -0.031
H -4.44384 -2.28297 -2.96325 0.120
H -6.05500 -1.81400 -1.16569 0.101
H -5.73536 0.14762 0.30129 0.100
H -3.75842 1.60549 -0.00618 0.095
H -2.08798 1.06938 -1.73072 0.102
H -1.09257 -2.88260 -5.06457 0.108
H -1.74905 -3.30858 -7.42332 0.102
H -3.50628 -1.93584 -8.46889 0.100
H -4.56854 -0.11873 -7.19781 0.102
H -3.94926 0.27478 -4.83879 0.117
```


(2)
ORCA calculation (ωB97M-V/def2-TZVPD) on a cluster of 7 separate species, C10H24Br6N4O8 in total at a distorted geometry.

Results
**HOMO level**: -0.375 Eh
**Kohn-Sham gap**: 9.97 eV
**ΔE to the lowest compared entry with this formula, charge and spin**: 9.42 kcal per mole
**Max |F|**: 3.29 eV/Å
**SMILES**: C[N+](=O)[O-].C[N+](=O)[O-].C[N+](=O)[O-].C[N+](=O)[O-].BrCCBr.BrCCBr.BrCCBr

The geometry in XYZ format:
```
52
Properties=species:S:1:pos:R:3:lowdin_charge:R:1
C -5.54128 -1.41007 1.76664 0.047
N -4.60633 -2.49340 1.40674 -0.496
O -4.93159 -3.47136 0.84104 0.082
O -3.46194 -2.37550 1.82506 0.004
H -5.06224 -0.87119 2.54175 0.089
H -6.50778 -1.77596 2.07347 0.101
H -5.61753 -0.88463 0.82017 0.064
C 3.78909 -2.38814 2.78149 0.064
N 2.39613 -1.90239 3.09038 -0.422
O 2.24881 -0.68143 3.23003 0.012
O 1.44456 -2.66913 3.17621 0.062
H 3.72598 -3.25319 2.12700 0.102
H 4.13375 -2.53477 3.79655 0.103
H 4.29433 -1.55676 2.31024 0.062
C 0.69940 1.99975 2.63235 0.050
N -0.05912 1.60106 1.42057 -0.410
O -1.26575 1.46988 1.49184 0.062
O 0.61777 1.47537 0.41093 0.006
H 0.07646 1.58869 3.46560 0.125
H 0.74209 3.09514 2.61121 0.107
H 1.66130 1.59914 2.49295 0.036
C -3.94504 2.90151 -0.41080 0.050
N -5.00758 1.90617 -0.78336 -0.456
O -5.43012 1.23841 0.13910 0.017
O -5.27189 1.72698 -1.93820 0.073
H -3.84215 3.55996 -1.27728 0.095
H -3.00560 2.39046 -0.18733 0.076
H -4.30197 3.43733 0.48932 0.107
Br 1.79112 1.01039 -3.60859 0.655
C 2.85391 -0.58142 -4.07029 -0.639
C 1.83107 -1.63060 -4.60949 -0.682
Br 2.79787 -3.19080 -5.28795 0.616
H 3.33724 -0.86957 -3.09888 0.038
H 3.61007 -0.31580 -4.81483 0.056
H 1.36330 -1.19669 -5.42720 0.016
H 1.13119 -1.97782 -3.88958 0.010
Br 5.22587 0.56623 -0.00094 0.645
C 3.52853 1.43770 -0.20888 -0.777
C 3.63171 2.91010 -0.10164 -0.671
Br 4.11623 3.62832 1.67744 0.576
H 2.79210 0.99174 0.46622 0.001
H 3.22337 1.26263 -1.24876 -0.014
H 2.71096 3.43326 -0.35121 0.057
H 4.47380 3.32083 -0.69091 0.054
Br 1.51582 -1.42658 -0.71854 0.698
C -0.29614 -1.11579 -1.35185 -0.702
C -1.37315 -1.46528 -0.29466 -0.669
Br -3.04545 -1.17304 -1.16529 0.768
H -0.37153 -1.79439 -2.20219 0.032
H -0.28376 -0.12628 -1.77244 0.004
H -1.26542 -0.87045 0.61899 0.046
H -1.27045 -2.54866 -0.19221 0.064
```


(3)
ORCA calculation (ωB97M-V/def2-TZVPD) on a structure of composition C29H64F2N7O24S5 at a distorted geometry.

Results
**HOMO level**: -0.242 Eh
**Kohn-Sham gap**: 5.63 eV
**ΔE to the lowest compared entry with this formula, charge and spin**: 1666.96 kcal per mole
**Max |F|**: 17.54 eV/Å
**Charge**: -1

The geometry in XYZ format:
```
131
Properties=species:S:1:pos:R:3:lowdin_charge:R:1
N 0.10304 -0.65528 1.06463 -0.370
S -1.19335 -0.08899 0.62764 0.823
O -1.94245 -0.97892 -0.26601 -0.248
O -1.41945 1.35673 0.57478 -0.422
F -2.03747 -0.46479 1.94867 -0.107
S 0.81850 -0.17329 -0.37804 0.941
O 1.09936 1.28066 -0.60989 -0.292
O 0.62473 -1.02749 -1.51540 -0.247
F 2.28711 -0.60852 0.14323 -0.248
C 0.90800 -1.22751 3.19691 -0.688
O 1.33874 -1.30433 4.33683 0.071
N 1.64239 -0.88783 2.19426 0.090
N -0.36359 -1.06274 2.91017 0.187
H 2.65020 -0.89490 2.26035 0.142
H 1.13339 -0.57017 1.38179 -0.121
H -0.46287 -1.03659 1.90540 -0.116
H -1.05739 -1.06954 3.64413 0.176
C -3.12644 2.16418 2.93003 -0.699
O -3.88966 2.85559 3.59437 0.039
N -2.55740 2.64414 1.92272 0.069
N -3.05586 0.83500 2.84465 0.221
H -2.53149 3.65002 1.83527 0.046
H -2.13001 2.08040 1.20187 -0.091
H -2.43984 0.39500 2.17607 -0.204
H -3.73676 0.48231 3.50198 0.147
C 0.09102 -3.40620 1.42143 -0.703
O 0.36244 -4.50518 1.87744 0.080
N 0.94003 -2.53672 1.00405 0.070
N -1.15005 -3.11900 1.27502 0.163
H 0.55946 -1.60675 0.90190 -0.147
H 1.90812 -2.67252 1.25793 0.098
H -1.81729 -3.85257 1.46678 0.104
H -1.52476 -2.19363 1.12215 0.088
C -0.60494 -4.00086 -1.90607 -0.190
C 0.58034 -3.21835 -1.58596 -0.224
O 1.61314 -3.64523 -2.43506 -0.178
S 0.93265 -4.60129 -3.69339 0.772
O 1.19056 -6.00934 -3.43943 -0.239
O 1.30042 -4.07976 -5.01432 -0.260
O -0.57956 -4.16127 -3.30485 -0.165
H -1.45823 -3.45427 -1.50452 0.124
H -0.65916 -5.02920 -1.54876 0.140
H 0.79719 -3.16827 -0.51892 0.103
H 0.27896 -2.19715 -1.81926 0.014
C -1.68096 3.14388 0.28220 -0.255
C -0.91594 3.70625 -0.96782 -0.139
O -0.51382 4.96533 -0.64885 -0.186
S -1.10569 5.59245 0.81871 0.854
O -1.61153 6.91874 0.62316 -0.203
O -0.05101 5.27018 1.74104 -0.320
O -2.24391 4.40939 0.80813 -0.167
H -0.96233 2.75636 1.00435 0.102
H -2.48678 2.46102 0.01297 0.109
H -1.61010 4.00352 -1.75388 0.139
H -0.06223 3.17162 -1.38427 0.116
C 0.21390 1.67181 1.91390 -0.113
C 1.14381 1.29686 3.19109 -0.132
O 1.16998 2.53016 3.80971 -0.158
S 1.60127 3.73170 2.73881 0.852
O 3.04977 3.71982 2.49719 -0.226
O 0.94693 5.01402 2.91140 -0.233
O 0.78028 2.94371 1.55084 -0.244
H -0.84392 1.55140 2.14762 0.127
H 0.44620 1.01204 1.07793 0.058
H 2.12999 0.96035 2.87123 0.129
H 0.65366 0.69045 3.95277 0.135
C 4.30119 2.58319 -0.41768 -0.107
C 3.05165 2.01995 0.08637 -0.169
C 1.85535 2.80141 -0.46721 -0.257
O 2.49952 3.94185 -1.04367 -0.077
C 3.83946 3.63490 -1.50611 -0.121
H 4.91402 1.77939 -0.82565 0.098
H 4.92687 3.08623 0.31959 0.120
H 3.05552 2.04966 1.17596 0.104
H 2.89438 0.99806 -0.25876 0.074
H 1.20516 3.16061 0.33049 0.034
H 1.26497 2.25259 -1.20093 0.030
H 4.50590 4.49423 -1.58029 0.110
H 3.89137 3.28433 -2.53689 0.098
C -4.52449 1.73476 0.17255 -0.110
C -3.55461 0.67817 -0.22143 -0.209
C -4.37676 -0.37208 -0.88897 -0.228
O -5.64381 0.27600 -1.22718 -0.087
C -5.52089 1.71144 -1.02016 -0.144
H -4.08331 2.71667 0.34377 0.124
H -5.02121 1.36572 1.06986 0.137
H -2.73876 0.59413 0.49650 0.030
H -3.08328 1.19082 -1.05997 0.153
H -4.74309 -1.11120 -0.17650 0.043
H -3.84531 -0.79469 -1.74166 0.151
H -6.43918 2.17444 -0.65893 0.112
H -5.31941 2.35478 -1.87667 0.112
C -3.66978 -2.14057 -0.12708 -0.216
C -3.25742 -3.54982 0.30021 -0.175
C -3.82009 -3.66243 1.64659 -0.261
O -3.57265 -2.44498 2.18112 -0.097
C -3.79811 -1.34592 1.22893 -0.106
H -4.67331 -2.18976 -0.54971 0.138
H -2.91104 -1.67027 -0.75256 0.031
H -2.18801 -3.74547 0.37877 0.035
H -3.59919 -4.39944 -0.29093 0.134
H -3.50716 -4.49686 2.27421 0.142
H -4.90236 -3.78327 1.59981 0.131
H -2.98595 -0.62917 1.35043 -0.062
H -4.78618 -0.91767 1.39749 0.160
C 1.96251 -0.67872 -2.88438 -0.225
C 1.72595 0.54489 -3.65389 -0.150
C 2.83992 0.64278 -4.64695 -0.164
O 3.21375 -0.74025 -4.74101 -0.123
C 2.45919 -1.63654 -3.92735 -0.159
H 1.01594 -1.18046 -2.68350 0.053
H 2.71054 -0.49960 -2.11208 0.069
H 1.64300 1.36501 -2.94071 0.113
H 0.86425 0.49597 -4.31960 0.135
H 3.67598 1.04295 -4.07341 0.118
H 2.38088 1.16189 -5.48833 0.125
H 3.16532 -2.21774 -3.33431 0.103
H 1.71976 -2.13725 -4.55235 0.110
C 4.43646 -0.81269 -0.93590 -0.165
C 4.20512 -2.27465 -0.90361 -0.101
C 3.41794 -2.51151 0.40304 -0.198
O 3.99901 -1.54499 1.21577 -0.138
C 4.53484 -0.41262 0.53343 -0.134
H 3.51538 -0.53925 -1.45064 0.040
H 5.23202 -0.40741 -1.56115 0.138
H 5.21480 -2.66466 -0.77504 0.131
H 3.67516 -2.54892 -1.81577 0.091
H 3.59877 -3.52883 0.75010 0.164
H 2.38163 -2.34053 0.11161 0.074
H 5.53994 -0.29159 0.93745 0.147
H 3.76321 0.32773 0.74455 0.073
```


(4)
ORCA calculation (ωB97M-V/def2-TZVPD) on a structure of composition C24H34F3O5 at a distorted geometry.

Results
**HOMO level**: -0.130 Eh
**Kohn-Sham gap**: 6.31 eV
**Max |F|**: 2.64 eV/Å
**Charge**: -1

The geometry in XYZ format:
```
66
Properties=species:S:1:pos:R:3:lowdin_charge:R:1
C -4.59277 -0.54084 3.43449 -0.083
C -3.23374 -1.03364 3.02902 -0.212
O -2.40815 0.16413 2.81708 -0.028
C -1.24025 -0.08583 2.14684 -0.417
C -0.35881 1.20833 1.90431 -0.137
C -1.02044 2.38316 2.57970 -0.060
C 1.00934 1.00126 2.66985 -0.414
O 1.62608 1.86692 3.28667 0.078
O 1.46826 -0.27707 2.70934 -0.018
C 2.86020 -0.37727 3.11269 -0.229
C 3.24751 -1.83134 3.01878 -0.085
O -0.94383 -1.21529 1.84710 0.099
H -5.26026 -1.39013 3.60197 0.076
H -4.53976 0.03660 4.36127 0.076
H -5.02367 0.07883 2.64522 0.083
H -2.77444 -1.65226 3.80072 0.121
H -3.34679 -1.66167 2.12556 0.124
H -0.29434 3.17938 2.68290 0.071
H -1.89700 2.68391 1.97498 0.098
H -1.42704 2.16937 3.61188 0.107
H 3.50941 0.20134 2.42965 0.128
H 2.98987 0.01280 4.13850 0.124
H 4.30493 -1.93238 3.33023 0.078
H 2.61995 -2.44590 3.69154 0.082
H 3.16827 -2.21271 1.98641 0.083
C -5.19737 -1.28653 -1.85279 -0.061
C -3.82494 -1.31955 -2.53084 -0.559
C -3.09605 -2.58589 -2.09124 -0.079
C -4.07055 -1.42918 -4.04347 -0.063
C -3.06722 -0.04213 -2.11771 -0.094
C -1.98725 -0.06051 -1.25857 0.011
C -1.26605 1.13841 -0.90518 -0.197
C -0.13992 1.05654 0.00869 -0.025
C 1.02143 1.96569 -0.27560 -0.491
F 2.17534 1.49820 0.29204 0.110
F 1.35872 2.24121 -1.57437 0.115
F 0.80502 3.25357 0.25330 0.077
C -1.63518 2.34827 -1.58040 0.003
C -2.77652 2.47362 -2.33072 -0.090
C -3.28686 3.82670 -2.88011 -0.560
C -3.53371 3.81966 -4.39474 -0.059
C -2.30133 4.94688 -2.57097 -0.085
C -4.60824 4.15408 -2.17775 -0.058
C -3.56924 1.26062 -2.58731 -0.310
O -4.65067 1.31881 -3.23897 -0.084
H -5.76325 -0.41946 -2.21217 0.077
H -5.75886 -2.20520 -2.06756 0.076
H -5.04517 -1.20668 -0.76974 0.078
H -2.11975 -2.63831 -2.59397 0.089
H -2.98035 -2.57094 -0.99875 0.074
H -3.70541 -3.45256 -2.38059 0.078
H -3.12253 -1.48302 -4.59002 0.082
H -4.63194 -2.35065 -4.25572 0.074
H -4.65760 -0.58163 -4.41502 0.072
H -1.55105 -0.98893 -0.85320 0.106
H 0.21955 0.05064 0.36012 0.138
H -0.95648 3.20374 -1.49440 0.095
H -4.29103 3.07018 -4.64805 0.072
H -3.90908 4.81254 -4.67507 0.073
H -2.59932 3.62810 -4.93961 0.085
H -2.16024 5.04422 -1.48846 0.083
H -1.34522 4.78738 -3.08294 0.087
H -2.73968 5.87967 -2.94349 0.076
H -4.42436 4.16771 -1.09223 0.089
H -4.95902 5.13793 -2.50952 0.075
H -5.34161 3.38374 -2.44250 0.076
```